Here is 2 unconnected molecules or ions with the total composition C18H22N2O2S2 at a distorted geometry from OMol25. Energies are from wB97M-V/def2-TZVPD.

Output
LUMO energy   -0.048 Eh
Orbital gap   3.48 eV
HOMO energy   -0.1759 hartree

Geometry (Å):
C -1.2469 -2.5444 2.9360
C -0.9130 -2.4035 1.4584
C 0.1878 -1.3928 1.3214
O -2.1275 -2.0285 0.7062
C -1.9589 -1.8844 -0.6264
S -3.1240 -1.4677 -1.7671
S -0.5876 -2.0474 -1.5406
H -0.3261 -2.8939 3.4199
H -1.5261 -1.5799 3.3762
H -2.0449 -3.2634 3.1558
H -0.5958 -3.3944 1.0801
H 1.1216 -1.8066 1.7193
H 0.3946 -1.1074 0.2773
H -0.1141 -0.4841 1.8633
C 4.1938 -3.1806 -3.9856
N 4.1385 -4.2433 -2.9995
C 5.2639 -4.7441 -2.3664
C 4.8473 -5.6826 -1.4936
N 3.4645 -5.7172 -1.5582
C 2.6891 -6.5682 -0.6775
C 3.0350 -4.8650 -2.5254
C 1.6265 -4.4879 -2.7909
C 1.1993 -4.1379 -4.1498
C 0.0752 -3.4204 -4.4202
C -0.0909 -2.5941 -5.6066
C -0.9157 -1.4492 -5.5637
C -1.0605 -0.6204 -6.6723
C -0.3833 -0.8989 -7.8625
C 0.4218 -2.0360 -7.9311
C 0.5819 -2.8666 -6.8211
O 0.8456 -4.4066 -1.8159
H 3.2615 -3.1341 -4.5520
H 4.3598 -2.2107 -3.4957
H 5.0239 -3.3930 -4.6686
H 6.2399 -4.3455 -2.5823
H 5.4213 -6.3219 -0.8469
H 1.6885 -6.6779 -1.0898
H 3.1846 -7.5463 -0.6294
H 2.6600 -6.1309 0.3315
H 1.8332 -4.5811 -4.9282
H -0.7537 -3.4209 -3.7182
H -1.3899 -1.1838 -4.6142
H -1.6689 0.2796 -6.6079
H -0.4612 -0.2235 -8.7147
H 0.9358 -2.2690 -8.8578
H 1.2183 -3.7406 -6.8768

Atoms 1-6, force components in eV/Å:
C -0.3086 -0.1072 0.0186
C -0.3808 -0.6956 -0.1753
C 0.4078 0.9861 -0.3379
O 0.8004 0.0612 -0.4904
C -0.8091 0.2359 -0.7753
S -2.1434 0.3264 1.2603

Here is 4 unconnected molecules or ions with the total composition C3H14NO4 at a distorted geometry from OMol25. Energies are from wB97M-V/def2-TZVPD.

Output
LUMO energy   0.124 Eh
Orbital gap   7.28 eV
Total charge   -1
HOMO energy   -0.1434 hartree

Geometry (Å):
C -0.1484 -1.7537 0.2783
N -0.6821 -0.4085 -0.0306
C 0.0512 0.7946 0.4661
O 0.7970 1.3984 -0.5194
C 1.3897 -1.8681 0.3600
H -0.4886 -2.3801 -0.5463
H -0.6121 -2.0527 1.2097
H -0.7599 -0.2974 -1.0406
H -0.7717 1.4221 0.8569
H 0.7283 0.5118 1.2866
H 1.8277 -0.8749 0.2321
H 1.7186 -2.1916 1.3427
H 1.8120 -2.4954 -0.4258
H -4.8324 -1.8596 0.7882
H -3.4526 -1.2660 1.1529
O -4.3718 -1.3367 1.4560
H 0.0501 2.9835 -0.2270
H 0.5015 4.4087 -0.4134
O -0.2093 3.9102 0.0131
H 2.4709 1.4718 -2.7639
H 2.1050 0.9346 -1.4156
O 2.8768 0.9489 -2.0601

Atoms 1-6, force components in eV/Å:
C 0.3279 1.0456 -0.6536
N -0.1275 -0.5937 -0.0374
C 0.2269 -0.0745 -1.0124
O -0.7879 0.1702 0.3515
C -0.0180 0.6495 0.0102
H -0.2616 -0.3431 0.2785

Here is 2 unconnected molecules or ions with the total composition CH9N2O at a distorted geometry from OMol25. Energies are from wB97M-V/def2-TZVPD.

Output
LUMO energy   -0.119 Eh
Orbital gap   11.18 eV
Total charge   +1
HOMO energy   -0.5300 hartree

Geometry (Å):
O -1.7666 0.3851 1.1776
H -1.9043 0.5530 2.1118
H -0.6992 -0.7049 0.4159
H -2.4429 0.8767 0.6979
N 0.0601 -1.1803 -0.1333
C 1.1807 -0.0981 -0.2292
N 0.5483 0.9822 -0.8985
H 0.4227 -1.9600 0.4138
H -0.2021 -1.3733 -1.0937
H 1.5634 0.0557 0.7819
H 2.0062 -0.5404 -0.7993
H 0.5107 1.0937 -1.9053
H 0.7230 1.9107 -0.5396

Atoms 1-6, force components in eV/Å:
O 0.0651 -0.0969 -0.1032
H -0.1452 0.0401 0.1940
H -0.1531 -0.1455 -0.4602
H 0.0358 0.0093 0.0614
N 1.3102 1.1478 1.0924
C -0.2377 -0.5125 -1.3707

Here is 5 unconnected molecules or ions with the total composition C8H22O4 at a distorted geometry from OMol25. Energies are from wB97M-V/def2-TZVPD.

Output
LUMO energy   0.014 Eh
Orbital gap   9.29 eV
HOMO energy   -0.3269 hartree

Geometry (Å):
C -2.8588 0.9146 -0.6014
C -1.3189 0.7060 -0.4775
C -0.7807 0.4704 -1.8700
C 0.7511 0.3501 -1.7300
C 1.3373 -0.6452 -1.0952
C 0.8726 -1.8293 -0.4171
C 1.8230 -2.5897 0.1945
C 1.5290 1.3865 -2.4884
H -3.0534 1.7510 -1.2273
H -3.3479 0.0386 -1.1776
H -3.3565 0.9937 0.3385
H -0.8337 1.5655 -0.0181
H -1.0078 -0.1423 0.1170
H -0.9368 1.3084 -2.4680
H -1.2873 -0.3502 -2.2848
H 2.4483 -0.7521 -1.1354
H -0.1209 -2.1523 -0.4303
H 2.8313 -2.4748 0.0218
H 1.4451 -3.4810 0.8142
H 1.1392 1.4104 -3.5559
H 2.6863 1.2845 -2.2340
H 1.2947 2.4008 -1.9975
H -1.7462 -2.7701 0.7356
H -1.4841 -1.5567 1.5091
O -2.0843 -2.2692 1.4356
H 2.1889 -0.6871 1.3798
H 1.0857 -0.0832 2.2197
O 1.9789 0.2140 1.9589
H 1.0765 2.2831 -0.3274
H 1.0672 2.0156 1.0832
O 0.8774 2.7467 0.5455
H -2.1752 -0.1225 2.4489
H -1.4420 0.5308 3.6116
O -1.3467 0.1097 2.7459

Atoms 1-6, force components in eV/Å:
C 0.5807 -2.5292 -0.8097
C -1.4960 0.4448 -0.3435
C 2.4507 0.2407 2.0898
C -1.2986 -0.3973 -1.4740
C 2.0777 -0.7592 -0.4785
C 2.4663 -0.4455 0.6662

Here is a molecular structure, C33H30Br2FN4SSbTi at a distorted geometry from OMol25. Energies are from wB97M-V/def2-TZVPD.

Output
Expectation value of S²   2.01
Multiplicity   3
LUMO energy (spin up / spin down)   -0.032 / -0.031 Eh
Orbital gap (spin up / spin down)   6.76 / 7.26 eV
HOMO energy (spin up / spin down)   -0.2810 / -0.2982 hartree

Geometry (Å):
Ti -0.5126 0.0695 1.4524
C -1.9865 0.0408 5.4672
C -1.7535 -0.0151 3.9967
N -0.5815 -0.0001 3.4562
N 0.5171 0.0359 4.2703
C 1.6447 0.1808 3.6005
N 2.7685 0.1511 4.3565
S 1.8556 0.3797 1.8871
C -2.8853 -0.0890 3.0442
C -4.2087 -0.0637 3.4507
C -5.2081 -0.1129 2.4931
C -4.8602 -0.1943 1.1557
C -3.5169 -0.2146 0.8273
N -2.5544 -0.1685 1.7436
H -1.0454 0.2180 5.9752
H -2.4100 -0.9022 5.8212
H -2.6873 0.8409 5.7118
H 2.6528 0.2461 5.3525
H 3.6102 0.5180 3.9467
H -4.4449 0.0021 4.5028
H -6.2490 -0.0804 2.7862
H -5.6101 -0.2312 0.3793
H -3.1863 -0.2577 -0.2032
Br -1.1013 2.5410 1.3738
C 1.3940 4.8736 2.5944
Br 2.3583 3.6802 3.6293
H 0.4180 5.1449 2.9577
H 1.6538 4.9174 1.5497
F -0.6324 -6.1419 0.6358
C -0.5810 -4.7954 0.7585
C -1.0606 -4.0119 -0.2700
C -1.0097 -2.6322 -0.1184
C -0.4875 -2.0004 1.0183
C -0.0099 -2.8624 2.0182
C -0.0495 -4.2478 1.9060
H -1.4592 -4.4779 -1.1619
H -1.3944 -2.0374 -0.9449
H 0.4316 -2.4534 2.9229
H 0.3266 -4.8960 2.6868
C -1.6922 0.5787 -5.8732
C -2.3213 -0.1162 -4.8508
C -1.7829 -0.0967 -3.5706
C -0.6089 0.6041 -3.3023
C 0.0110 1.3047 -4.3326
C -0.5299 1.2909 -5.6113
Sb 0.2552 0.5018 -1.3492
C 1.6183 -1.0814 -1.8492
C 2.7876 -1.3056 -1.1256
C 3.5723 -2.4232 -1.3771
C 3.1926 -3.3401 -2.3462
C 2.0304 -3.1276 -3.0724
C 1.2501 -2.0064 -2.8247
C 1.5539 2.1785 -1.5590
C 1.0299 3.4552 -1.3609
C 1.8317 4.5764 -1.5265
C 3.1620 4.4335 -1.8974
C 3.6859 3.1674 -2.1089
C 2.8853 2.0439 -1.9408
H -2.1094 0.5672 -6.8718
H -3.2296 -0.6712 -5.0486
H -2.2872 -0.6414 -2.7784
H 0.9204 1.8620 -4.1428
H -0.0394 1.8386 -6.4061
H 3.0941 -0.6209 -0.3449
H 4.4768 -2.5815 -0.8034
H 3.7982 -4.2181 -2.5308
H 1.7251 -3.8374 -3.8310
H 0.3514 -1.8548 -3.4111
H -0.0040 3.5823 -1.0670
H 1.4161 5.5628 -1.3617
H 3.7858 5.3087 -2.0277
H 4.7193 3.0499 -2.4098
H 3.3065 1.0625 -2.1167

Atoms 1-6, force components in eV/Å:
Ti 1.2743 0.7724 -1.8882
C -0.0419 0.0279 -0.0109
C -0.0252 -0.0758 -0.0068
N -0.0317 -0.1218 1.6421
N -0.0057 -0.0031 -0.1681
C -0.0763 -0.0535 0.1140

Here is 10 unconnected molecules or ions with the total composition C55H136N8O19 at a distorted geometry from OMol25. Energies are from wB97M-V/def2-TZVPD.

Output
LUMO energy   0.012 Eh
Orbital gap   8.57 eV
HOMO energy   -0.3031 hartree

Geometry (Å):
C -8.0372 -30.1989 20.1537
O -8.4811 -30.7483 18.9219
C -7.4306 -31.1112 18.0107
C -8.0353 -32.0599 16.9566
N -8.5186 -31.4370 15.7505
C -9.6771 -30.5511 15.9958
C -10.3720 -30.0348 14.7752
O -9.5130 -29.0134 14.2496
C -9.9598 -28.5077 12.9967
H -7.2107 -30.7536 20.5534
H -8.8542 -30.2525 20.8501
H -7.6870 -29.1819 19.9727
H -6.6298 -31.5776 18.5914
H -6.9620 -30.2538 17.5627
H -8.8819 -32.6676 17.4158
H -7.2975 -32.7698 16.6591
H -7.7768 -30.8550 15.3845
H -9.3722 -29.6625 16.5722
H -10.4586 -31.0392 16.5608
H -11.3152 -29.4984 15.0739
H -10.7568 -30.7762 14.0620
H -9.7464 -29.0943 12.1426
H -9.3159 -27.5898 12.8703
H -11.0588 -28.3971 12.9790
C -5.8473 -24.3614 19.5347
O -5.5706 -25.2619 20.5279
C -5.3757 -24.7501 21.8241
C -4.2082 -23.8037 22.0054
N -4.3578 -23.1930 23.3253
C -3.2242 -22.4849 23.8492
C -3.3859 -22.1124 25.3277
O -2.3698 -21.1537 25.5550
C -2.3481 -20.6173 26.9256
H -4.9868 -23.8866 19.1404
H -6.6138 -23.6918 19.9763
H -6.2825 -25.0026 18.7647
H -5.2040 -25.6174 22.4905
H -6.2517 -24.2094 22.2031
H -4.2073 -23.0435 21.2140
H -3.2400 -24.3333 21.9962
H -5.1983 -22.5851 23.3493
H -2.9042 -21.5805 23.2537
H -2.3989 -23.1595 23.8081
H -3.3018 -22.9603 25.9688
H -4.3464 -21.6962 25.5688
H -1.5900 -21.0856 27.5881
H -3.3355 -20.6795 27.3741
H -2.0535 -19.5724 26.8604
C -12.5548 -18.8723 20.1204
O -13.0714 -19.9620 20.7937
C -13.7931 -20.8336 19.9731
C -14.3449 -21.9339 20.7817
N -13.1925 -22.7666 21.3440
C -13.6082 -23.9358 22.0814
C -13.7354 -25.1454 21.1489
O -14.9120 -24.9643 20.4312
C -15.2744 -25.9731 19.4808
H -13.3657 -18.1415 19.8029
H -12.0067 -19.2561 19.2483
H -11.8443 -18.3108 20.6961
H -13.1451 -21.1625 19.1192
H -14.6640 -20.2735 19.5089
H -15.0889 -22.6364 20.3830
H -14.8320 -21.3202 21.6375
H -12.8100 -22.1413 22.0640
H -14.5633 -23.7437 22.6216
H -12.8457 -24.0436 22.8629
H -13.8212 -26.0590 21.6975
H -12.8486 -25.1859 20.5099
H -16.3093 -25.9181 19.2872
H -15.0601 -26.9794 19.8359
H -14.6069 -25.9019 18.6250
C -0.9808 -17.3494 13.9799
O -1.8312 -17.7065 14.9770
C -1.9442 -19.0566 15.1461
C -3.2957 -19.3572 15.8162
N -3.5921 -20.8071 15.6998
C -4.9106 -21.1393 16.2148
C -5.1266 -22.6307 16.2302
O -5.0625 -23.0272 14.8558
C -5.3717 -24.3514 14.6615
H 0.0411 -17.6841 14.2133
H -1.1300 -16.2380 13.9419
H -1.3020 -17.8231 13.0199
H -1.1667 -19.4741 15.7353
H -1.9014 -19.6231 14.1739
H -3.9997 -18.6991 15.2955
H -3.2504 -19.1694 16.9231
H -3.5241 -21.0774 14.7253
H -5.7843 -20.7739 15.6290
H -4.9818 -20.7639 17.2193
H -6.0749 -22.8564 16.7027
H -4.3532 -23.0543 16.8670
H -4.6490 -25.0612 15.0683
H -5.6484 -24.6086 13.6658
H -6.2908 -24.6531 15.3047
C -4.5740 -25.8366 11.0093
O -5.5668 -26.4036 10.2080
C -6.9386 -26.1079 10.6215
C -7.3271 -24.5976 10.4516
N -8.5510 -24.2829 11.1346
C -8.5052 -23.7579 12.5415
C -9.8980 -23.3910 12.9938
O -10.4718 -22.3712 12.2087
C -10.1558 -21.0838 12.5973
H -4.8567 -26.1757 12.0534
H -4.4927 -24.7400 11.1333
H -3.5038 -26.0925 10.7342
H -7.0051 -26.4370 11.6792
H -7.6442 -26.7618 10.1154
H -7.2527 -24.2417 9.4302
H -6.4951 -24.0735 10.9700
H -9.0379 -23.6145 10.6062
H -7.8305 -22.9205 12.6135
H -8.3480 -24.6640 13.2192
H -9.9619 -23.2064 14.1241
H -10.5375 -24.2336 12.7663
H -9.0477 -20.8211 12.6066
H -10.3978 -20.9104 13.6612
H -10.7195 -20.3240 12.0620
C -15.7910 -29.6869 19.1318
O -14.4487 -29.4161 18.6328
C -13.5460 -30.4436 18.8655
C -12.1246 -30.1029 18.4762
N -11.4094 -29.2900 19.3628
C -11.7251 -27.8679 19.2306
C -10.8184 -27.1409 20.1752
O -9.5104 -27.4348 19.6651
C -8.5398 -26.5763 20.2621
H -15.7727 -29.7583 20.2599
H -16.2482 -30.5773 18.6924
H -16.5707 -28.9632 18.9512
H -13.8878 -31.3831 18.3177
H -13.4574 -30.6867 19.9276
H -12.1526 -29.6923 17.4479
H -11.6711 -31.0665 18.3644
H -10.4807 -29.4851 19.3011
H -12.7855 -27.6534 19.5043
H -11.6016 -27.3947 18.2070
H -10.8677 -27.3286 21.2526
H -10.9283 -26.0724 20.1673
H -8.5768 -25.5186 19.9331
H -7.5283 -26.9660 20.0217
H -8.6638 -26.5979 21.3978
C -5.9114 -27.2487 17.2288
O -5.2994 -27.9102 16.1273
C -6.3869 -28.0932 15.1723
C -5.9468 -29.0041 14.0644
N -5.6040 -30.3275 14.6741
C -5.3280 -31.4131 13.7673
C -5.2813 -32.7575 14.5807
O -4.4240 -32.6782 15.6864
C -4.4266 -33.9230 16.3388
H -6.6448 -27.8423 17.7987
H -6.2936 -26.2968 16.9101
H -5.1226 -27.0048 17.9065
H -6.6997 -27.1169 14.7271
H -7.2653 -28.5050 15.6245
H -5.1480 -28.6405 13.4409
H -6.8332 -29.2393 13.4718
H -4.8853 -30.3300 15.3696
H -4.3508 -31.2751 13.2343
H -6.1299 -31.3930 13.0548
H -5.0780 -33.6127 13.8896
H -6.3599 -32.8590 14.7942
H -3.9051 -33.8357 17.2502
H -4.0614 -34.7144 15.6803
H -5.4023 -34.3391 16.5684
C -9.9653 -26.5188 16.1585
C -10.2337 -25.1508 16.7322
O -11.2343 -25.0934 17.7883
O -8.9270 -27.1763 16.9768
H -9.5311 -26.3341 15.1398
H -10.8569 -27.0934 15.9584
H -10.5039 -24.4743 15.9688
H -9.2992 -24.8382 17.1762
H -11.1809 -24.1650 18.1906
H -9.4196 -27.4592 17.7834
C -9.3977 -21.6708 20.7087
C -10.0301 -22.9442 20.1752
O -11.1546 -22.7110 19.2836
O -10.1870 -20.9360 21.6002
H -9.1400 -21.0567 19.8657
H -8.4606 -22.0155 21.1646
H -10.3277 -23.4981 21.0614
H -9.2801 -23.4787 19.5749
H -11.9574 -22.7759 19.8540
H -11.0371 -20.7020 21.1653
C -14.3062 -20.8643 14.5314
C -14.2310 -22.2175 15.2595
C -15.1146 -22.2979 16.5784
C -15.4277 -23.6920 17.0365
C -15.9571 -24.5709 15.9395
C -15.0572 -24.6318 14.7165
N -14.7778 -23.2048 14.2894
O -13.9387 -23.3277 13.1025
C -13.7518 -25.4513 15.0165
C -15.8840 -25.4627 13.6081
C -12.7963 -22.5368 15.7767
H -15.3997 -20.7838 14.1081
H -13.7424 -20.9354 13.5961
H -13.9526 -20.0352 15.1155
H -14.5867 -21.6949 17.3653
H -15.9806 -21.7234 16.3279
H -16.0999 -23.5730 17.9079
H -14.5325 -24.1006 17.4750
H -16.9917 -24.2676 15.6679
H -15.9284 -25.5773 16.3370
H -13.8736 -26.4653 14.6803
H -12.8987 -25.0178 14.4996
H -13.4191 -25.4499 16.0108
H -16.5655 -24.8357 13.0707
H -15.1910 -25.9637 12.8510
H -16.5160 -26.1592 14.1812
H -11.9956 -22.2852 15.0912
H -12.6194 -23.5210 16.1704
H -12.6047 -21.8704 16.6388
H -13.0829 -23.5989 13.4573

Atoms 1-6, force components in eV/Å:
C 0.2371 0.2288 -1.1970
O 0.0553 -0.1337 -0.0255
C -0.8973 -0.7927 0.8236
C -0.9070 -0.1052 0.9057
N -1.3092 0.5504 -0.2786
C 0.2619 -0.0948 0.1795